49
Properties=species:S:1:pos:R:3:forces:R:3 method="wB97M-V/def2-TZVPD" homo_energy_ha=-0.1518 max_force_ha_per_bohr=0.0555 e_lumo_ev=2.5922 homo_lumo_gap_ev=6.724 charge=-1
C -5.567960 1.266815 -1.820392 0.4 0.0 0.5
N -4.858517 1.153767 -0.550385 -1.0 0.0 -0.3
C -5.254145 2.093662 0.485815 0.1 -0.2 -0.4
C -3.607667 0.560447 -0.468845 1.1 -0.3 0.6
C -2.739665 0.523975 -1.593988 -0.2 0.6 0.8
C -1.401764 0.248534 -1.367717 0.5 -0.9 0.2
C -0.931908 -0.301981 -0.146111 -1.0 -0.2 -0.1
C 0.460604 -0.878780 -0.183666 -0.7 -2.2 -0.7
C 1.573528 -0.026000 -0.134152 2.2 1.5 -0.2
C 2.871482 -0.625636 -0.396694 -1.1 -0.9 -0.5
O 3.056779 -1.847903 -0.485597 0.0 1.4 -0.1
N 3.973178 0.234780 -0.579439 0.4 0.9 0.0
C 5.202735 -0.467740 -0.869646 0.4 0.2 0.2
C 3.977992 1.629149 -0.512755 -1.1 -1.3 0.1
S 5.359593 2.598032 -0.450690 -0.4 -0.6 -0.2
N 2.705016 2.170640 -0.478854 1.6 0.2 0.1
C 2.685473 3.633840 -0.558621 -0.1 0.1 0.1
C 1.537766 1.457169 -0.097764 -2.0 -0.8 0.5
O 0.524966 2.110954 0.175842 1.0 -0.3 -0.3
C -1.828929 -0.396572 0.949645 0.4 0.4 -1.1
C -3.144779 0.081027 0.807149 0.3 0.1 -1.0
H -5.333443 0.390836 -2.433506 -0.1 0.2 0.0
H -6.642909 1.273440 -1.613867 0.0 0.0 -0.1
H -5.344574 2.188639 -2.390524 0.1 -0.2 0.1
H -4.575329 1.954439 1.338296 -0.4 0.4 -0.3
H -5.207154 3.139543 0.114281 0.1 -0.3 0.2
H -6.286005 1.881960 0.780972 0.0 0.1 0.2
H -3.066160 0.853152 -2.598118 0.2 0.0 0.8
H -0.680393 0.444472 -2.175084 -0.3 -0.4 0.3
H 0.582418 -1.749729 -0.903117 -0.1 1.6 0.6
H 5.952702 0.320037 -0.935098 0.2 -0.5 -0.1
H 5.396432 -1.161564 -0.052078 0.2 0.0 -0.2
H 5.109074 -1.033256 -1.801975 0.0 0.1 0.2
H 1.652632 3.943444 -0.649299 -0.1 0.0 0.1
H 3.158230 4.068765 0.336638 -0.3 -0.1 -0.3
H 3.290638 3.965466 -1.420166 -0.4 -0.3 0.4
H -1.441341 -0.810875 1.884516 -0.3 0.1 -0.3
H -3.838629 0.075573 1.662671 0.5 -0.1 -0.5
C 2.497702 -2.069612 2.404794 0.3 0.5 0.6
C 1.386719 -2.904787 1.941908 -1.4 -2.2 0.4
N 1.218729 -4.213738 2.360027 0.5 1.8 -0.8
C 0.213649 -4.701228 1.583746 -0.5 2.5 -1.4
C -0.236594 -3.647896 0.739924 -0.6 -1.2 0.1
N 0.457661 -2.510047 1.020691 1.3 0.1 0.9
H 2.349779 -1.088516 1.957958 0.3 0.1 0.3
H 2.482701 -1.975641 3.506211 0.2 0.0 -0.4
H 3.460550 -2.490677 2.066750 -0.4 0.2 0.2
H -0.177208 -5.706459 1.613487 0.1 0.0 0.2
H -0.973678 -3.653926 -0.063193 0.0 0.0 0.4

48
Properties=species:S:1:pos:R:3:forces:R:3 method="wB97M-V/def2-TZVPD" homo_energy_ha="-0.6544 / -0.6544" max_force_ha_per_bohr=0.0083 e_lumo_ev="-12.3399 / -12.3232" homo_lumo_gap_ev="5.466 / 5.483" charge=+3
Pd 0.146279 0.787775 0.003261 0.0 0.1 -0.2
O -2.105409 1.339535 -0.506155 0.2 -0.3 0.0
C -3.227064 1.380516 -0.046909 -0.3 0.1 0.2
C -4.365161 1.769665 -0.901959 0.2 -0.1 0.1
C -5.609583 1.773779 -0.419783 0.0 -0.1 0.3
C -5.848150 1.389566 0.967271 -0.2 0.1 -0.2
C -4.862948 1.057293 1.843920 0.2 0.0 0.0
C -3.508793 1.060366 1.440708 -0.1 0.1 -0.4
C -2.466467 0.830064 2.324071 0.2 -0.1 0.2
N -1.122475 0.690198 2.081020 -0.3 0.3 0.0
C -0.538863 0.483304 3.241535 0.0 -0.1 0.1
C -1.503563 0.488402 4.288161 0.1 0.0 -0.1
N -2.660798 0.695259 3.701627 0.0 0.0 -0.1
H -4.116189 2.025573 -1.923457 0.0 0.0 0.0
H -6.457806 2.047337 -1.032876 0.0 0.0 0.0
H -6.875498 1.370948 1.313697 0.0 0.0 0.0
H -5.151512 0.779326 2.848416 0.0 0.0 0.0
H 0.522227 0.325260 3.350622 0.0 0.0 0.0
H -1.391628 0.372682 5.356603 0.0 0.0 0.0
H -3.541391 0.775052 4.195767 0.0 0.0 0.0
C 3.307753 1.704685 1.134900 0.1 0.0 0.0
As 2.451606 0.963345 -0.418179 0.0 0.2 0.2
C 2.889630 2.129735 -1.882895 0.0 0.0 0.0
C 3.211272 -0.736495 -0.805939 0.0 -0.2 -0.1
C 4.564387 -1.042920 -0.728717 0.0 0.1 0.0
C 4.995877 -2.289214 -1.162494 -0.1 -0.1 -0.1
C 4.090952 -3.209239 -1.687296 0.1 0.1 0.0
C 2.738766 -2.902534 -1.768680 0.0 0.0 0.0
C 2.307766 -1.662555 -1.313216 0.0 -0.1 0.0
As 0.477145 -1.115487 -1.319159 0.0 -0.1 0.2
C -0.174960 -1.131816 -3.121487 0.0 0.0 0.0
C -0.513472 -2.438081 -0.334942 0.0 -0.1 -0.1
H 4.289404 2.058483 0.816960 0.0 0.0 0.1
H 3.416879 0.929392 1.889590 0.0 0.0 0.0
H 2.743656 2.548305 1.527176 0.0 0.0 0.0
H 3.957943 1.986397 -2.050221 0.0 0.1 -0.1
H 2.683910 3.165405 -1.621776 0.0 0.0 0.0
H 2.332444 1.849423 -2.772941 0.0 0.0 0.0
H 5.285457 -0.333826 -0.340185 0.0 0.0 0.0
H 6.044388 -2.546897 -1.100700 0.0 0.0 0.0
H 4.443681 -4.171732 -2.032103 0.0 0.0 0.0
H 2.053436 -3.634399 -2.179093 0.0 0.0 0.0
H -0.265564 -2.184864 -3.391586 0.0 0.0 -0.1
H 0.550687 -0.638893 -3.763929 0.0 0.0 0.0
H -1.143414 -0.645355 -3.205246 0.0 0.0 0.1
H -0.378257 -3.386735 -0.857182 0.0 0.0 0.1
H -1.573400 -2.194759 -0.305317 0.0 0.0 0.0
H -0.103181 -2.511266 0.669117 0.0 0.0 0.0

50
Properties=species:S:1:pos:R:3:forces:R:3 method="wB97M-V/def2-TZVPD" s_squared=0.76 homo_energy_ha="-0.2855 / -0.2876" max_force_ha_per_bohr=0.0138 e_lumo_ev="-0.4626 / -1.1437" homo_lumo_gap_ev="7.306 / 6.681" spin_multiplicity=2
Ru -0.492586 -0.188157 -0.053409 -0.2 0.2 0.1
O 0.749324 -0.220271 3.638083 0.0 0.0 0.0
C -0.074865 -0.601276 2.832648 0.0 -0.1 0.1
O -0.577554 0.177994 1.898990 0.1 -0.1 -0.2
C -0.653773 -1.989227 2.924425 0.0 0.0 0.0
C -0.920549 -2.466856 4.204772 0.0 0.0 0.0
C -1.503980 -3.706520 4.398143 0.0 0.0 0.0
C -1.804050 -4.498255 3.297359 0.0 0.0 0.0
C -1.508604 -4.051621 2.021546 0.0 0.0 0.0
C -0.935831 -2.795644 1.817390 0.0 0.0 0.0
S -0.444294 -2.414880 0.156500 0.1 -0.1 0.0
H -0.662036 -1.837001 5.045695 0.0 0.0 0.0
H -1.721497 -4.053911 5.399377 0.0 0.0 0.0
H -2.258474 -5.471505 3.431589 0.0 0.0 0.0
H -1.710095 -4.679667 1.162782 0.0 0.0 0.0
O -1.020526 1.118192 -3.905201 0.3 0.1 0.0
C -0.892401 0.935019 -2.711651 -0.7 -0.2 0.0
O -0.571910 -0.176782 -2.133503 0.2 0.0 0.1
C -1.217727 2.070803 -1.753388 0.2 0.1 0.0
C -1.663216 3.302405 -2.194052 0.0 0.0 0.0
C -1.915385 4.288436 -1.254518 0.0 0.0 0.0
C -1.710748 4.013617 0.091050 0.0 0.0 0.0
C -1.262728 2.758974 0.459467 0.0 0.0 0.0
N -1.024452 1.813749 -0.454489 0.0 0.0 0.0
H -1.795544 3.448797 -3.256482 0.0 0.0 0.0
H -2.268444 5.263015 -1.565009 0.0 0.0 0.0
H -1.896736 4.758633 0.851396 0.0 0.0 0.0
H -1.082001 2.471992 1.487748 0.0 0.0 0.0
C 3.010550 -1.757075 1.497601 0.0 0.0 0.0
C 2.916874 -0.298833 1.065990 0.0 0.0 0.0
As 1.792268 0.005314 -0.488317 0.1 -0.1 0.1
C 2.517064 -1.037000 -1.958541 0.0 0.0 0.0
C 1.990942 -2.461822 -2.067739 0.0 0.0 0.0
C 2.200463 1.838464 -1.002810 0.0 0.0 0.0
C 3.661374 2.078081 -1.366897 0.0 0.0 0.0
H 3.632906 -1.835335 2.389536 0.0 0.0 0.0
H 3.457237 -2.377570 0.718782 0.0 0.0 0.0
H 2.033202 -2.172453 1.739865 0.0 0.0 0.0
H 3.907702 0.089225 0.820823 0.0 0.0 0.0
H 2.494703 0.317507 1.862526 0.0 0.0 0.0
H 3.602406 -1.009590 -1.834173 0.0 0.0 0.0
H 2.268127 -0.470005 -2.857593 0.0 0.0 0.0
H 2.169625 -3.037903 -1.160532 0.0 0.0 0.0
H 2.484528 -2.970207 -2.897230 0.0 0.0 0.0
H 0.919961 -2.453788 -2.261190 0.0 0.0 0.0
H 1.888158 2.467084 -0.166563 0.0 0.0 0.0
H 1.542709 2.067548 -1.843306 0.0 0.0 0.0
H 4.325783 1.860686 -0.530587 0.0 0.0 0.0
H 3.815995 3.121209 -1.644623 0.0 0.0 0.0
H 3.970107 1.464311 -2.213581 0.0 0.0 0.0

55
Properties=species:S:1:pos:R:3:forces:R:3 method="wB97M-V/def2-TZVPD" homo_energy_ha=-0.2920 max_force_ha_per_bohr=0.0097 e_lumo_ev=-0.4748 homo_lumo_gap_ev=7.470
Au -0.874732 -1.725847 -0.480773 -0.3 0.2 -0.1
C 1.429941 -1.364634 1.248569 0.0 0.0 0.1
N 1.183197 -1.678372 -0.185609 -0.2 0.1 -0.2
C 1.813979 -0.664186 -1.061669 0.2 0.1 0.1
C 1.739357 -3.027178 -0.476588 0.2 -0.1 -0.1
C 0.736082 -4.071212 -0.126133 0.0 -0.1 0.0
C 1.086750 -5.394789 0.106950 0.0 0.0 0.0
C 0.098266 -6.339027 0.329227 -0.1 0.0 0.0
C -1.236184 -5.957608 0.304230 0.0 0.0 0.0
C -1.594585 -4.633355 0.078600 0.0 0.0 0.0
C -0.600920 -3.683939 -0.117433 -0.1 -0.1 0.1
H 2.509851 -1.331990 1.414829 0.0 0.0 0.0
H 0.986183 -2.150317 1.857000 0.0 0.0 0.0
H 0.993173 -0.402726 1.494295 -0.1 0.0 0.0
H 2.896211 -0.681002 -0.903332 0.0 0.0 0.0
H 1.418929 0.313687 -0.804031 0.0 0.0 0.0
H 1.589121 -0.897444 -2.099729 0.0 0.0 0.0
H 2.672702 -3.154599 0.078020 0.0 0.1 0.0
H 1.979940 -3.068355 -1.541010 -0.1 0.0 0.0
H 2.131664 -5.684364 0.105691 0.0 0.0 0.0
H 0.368148 -7.370125 0.516011 0.0 0.0 0.0
H -2.015142 -6.694403 0.452646 0.0 0.0 0.0
H -2.646774 -4.385613 0.033216 0.0 0.1 0.0
N -2.376468 -0.754252 1.691534 0.1 -0.2 -0.3
N -3.506422 -1.617975 1.500342 0.1 0.0 -0.1
C -3.654044 -2.270403 0.278457 0.1 0.1 -0.1
O -4.535633 -3.094739 0.150101 0.1 0.0 0.0
O -2.867466 -1.890039 -0.724879 0.0 -0.2 0.2
H -2.400358 -0.451969 2.657815 0.0 0.0 0.1
H -2.576412 0.075038 1.141759 0.0 0.2 0.1
H -3.649607 -2.247842 2.273865 -0.2 0.1 0.0
N 2.900014 6.796286 -1.350922 0.0 0.0 0.1
C 2.228747 5.799504 -0.669573 0.0 0.0 0.0
C 0.972046 6.039768 -0.113736 0.0 0.0 0.0
C 0.318155 5.049727 0.599410 0.0 0.0 0.0
C 0.914539 3.809797 0.771845 0.0 0.1 -0.1
C 2.169467 3.560068 0.223628 0.0 0.0 0.0
C 2.820938 4.542478 -0.490928 0.0 0.0 0.0
S 0.083277 2.535673 1.656283 0.1 0.0 0.1
O -1.182582 3.083061 2.085237 -0.1 -0.1 0.0
O 0.988591 2.013622 2.646824 0.0 0.0 0.0
N -0.106666 1.354330 0.588172 -0.1 -0.2 0.0
C -1.041234 1.368602 -0.343785 0.1 -0.1 -0.1
S -2.179536 2.646784 -0.700820 0.1 0.0 -0.1
C -2.818616 1.720020 -2.021874 -0.1 0.2 0.0
C -2.217781 0.530134 -2.095526 0.4 -0.2 0.2
N -1.209338 0.306231 -1.156477 -0.4 0.2 0.1
H 2.369909 7.586376 -1.670592 0.0 0.0 0.0
H 3.671811 6.530670 -1.934855 0.0 0.0 -0.1
H 0.506354 7.009479 -0.246663 0.0 0.0 0.0
H -0.658135 5.227692 1.029611 0.0 0.0 0.0
H 2.632182 2.591616 0.369079 0.0 0.0 0.0
H 3.798570 4.348429 -0.917190 0.0 0.0 0.0
H -3.610812 2.098061 -2.645565 0.0 0.0 0.0
H -2.448674 -0.248811 -2.803545 0.0 0.0 0.0

Energy above the lowest of the compared OMol25 structures with the same formula, charge and spin for the records above, in order: 0.285, 0.048, 0.042, 0.260 eV